[1]
95
Properties=species:S:1:pos:R:3:lowdin_charge:R:1 method="wB97M-V/def2-TZVPD" e_homo_ev=-6.726 charge=-1 molar_mass_g_mol=578.52 lumo_energy_ev=2.28
B 0.115 0.439 0.092 -1.194
F -0.968 0.985 0.771 0.164
F 1.150 1.245 -0.239 0.180
F 0.609 -0.583 0.969 0.086
F -0.406 -0.287 -1.078 0.061
C -2.736 -0.734 -3.335 -0.040
C -1.729 -1.036 -4.482 -0.269
N -0.987 -1.316 -5.382 0.112
H -2.602 -1.324 -2.403 0.070
H -2.510 0.304 -3.388 0.030
H -3.791 -0.990 -3.883 0.134
C 0.562 -3.357 -2.961 -0.076
C -0.803 -3.856 -3.436 -0.311
N -1.803 -4.281 -3.744 0.128
H 1.087 -4.154 -2.416 0.074
H 1.023 -2.856 -3.908 0.109
H 0.373 -2.443 -2.425 0.032
C 2.602 -2.443 3.013 -0.041
C 2.603 -3.665 3.984 -0.222
N 2.476 -4.592 4.620 0.100
H 2.837 -2.618 1.913 0.085
H 1.853 -1.796 2.979 -0.012
H 3.424 -1.763 3.305 0.067
C 0.161 2.694 -4.959 -0.063
C 0.704 1.608 -3.921 -0.245
O 0.124 1.810 -2.595 -0.188
H -0.973 2.573 -5.073 0.080
H 0.503 2.364 -5.888 0.028
H 0.232 3.831 -4.587 0.123
H 1.728 1.617 -3.851 0.068
H 0.434 0.544 -4.095 0.086
H 0.515 1.108 -1.846 0.143
C 5.026 1.932 2.016 -0.064
C 4.078 1.221 1.056 -0.332
O 3.543 2.178 0.104 -0.098
H 5.990 2.381 1.575 0.102
H 5.282 0.852 2.506 0.116
H 4.568 2.441 2.772 0.014
H 3.358 0.606 1.626 0.110
H 4.524 0.510 0.514 0.041
H 2.714 1.758 -0.259 0.061
C -3.685 4.123 -0.948 -0.075
C -2.469 3.254 -1.352 -0.459
O -1.706 3.789 -2.274 -0.076
H -3.275 5.117 -0.370 0.110
H -4.301 3.770 -0.079 0.053
H -4.202 4.381 -2.021 0.116
H -2.708 2.183 -1.633 0.118
H -1.886 2.994 -0.567 0.044
H -0.962 3.180 -2.559 0.065
C -1.799 0.039 5.182 -0.065
C -1.016 0.138 3.921 -0.322
O -1.480 -0.679 2.878 -0.050
H -2.707 0.468 5.100 0.029
H -1.217 0.344 5.916 0.027
H -2.319 -0.992 5.296 0.127
H 0.054 0.134 4.172 0.106
H -0.894 1.190 3.761 0.091
H -1.101 -0.438 2.054 0.032
C -1.134 -4.775 0.154 -0.088
C -0.889 -3.353 0.530 -0.383
O 0.444 -3.070 0.425 -0.119
H -0.667 -5.565 0.665 0.061
H -0.807 -5.017 -0.931 0.085
H -2.131 -4.699 -0.020 0.035
H -1.357 -3.158 1.503 0.110
H -1.564 -2.753 -0.221 0.135
H 0.574 -2.032 0.402 0.076
C -5.805 0.435 0.778 -0.107
C -4.449 0.057 1.185 -0.428
O -4.175 0.160 2.518 -0.092
H -5.900 0.669 -0.373 0.111
H -5.912 1.457 1.250 0.088
H -6.604 -0.241 1.179 0.079
H -3.849 0.571 0.511 0.069
H -4.156 -1.074 1.160 0.147
H -3.384 -0.414 2.751 0.080
C 1.065 3.446 3.404 -0.143
C 1.048 3.960 2.128 -0.388
O -0.181 3.640 1.510 -0.054
H 0.160 3.333 4.004 0.074
H 1.857 4.009 4.038 0.104
H 1.530 2.302 3.482 0.121
H 1.876 3.846 1.517 0.092
H 1.150 5.022 2.284 0.111
H -0.249 2.894 0.874 0.064
C 3.368 -1.947 -1.492 -0.088
C 4.297 -3.056 -1.881 -0.293
O 5.104 -2.770 -3.078 -0.057
H 2.689 -2.185 -0.454 0.128
H 2.466 -1.995 -2.228 0.068
H 3.967 -1.014 -1.276 0.079
H 3.477 -4.013 -1.887 0.159
H 5.079 -3.278 -1.385 0.026
H 5.838 -3.294 -3.167 0.020

[2]
92
Properties=species:S:1:pos:R:3:lowdin_charge:R:1 method="wB97M-V/def2-TZVPD" e_homo_ev=-8.732 charge=0 smiles=COCCNCCOC.COCCNCCOC.COCCNCCOC.OCCO.OCCO molar_mass_g_mol=523.71 lumo_energy_ev=0.28
C -3.206 -3.460 -2.939 -0.092
O -3.388 -2.064 -3.050 -0.229
C -4.119 -1.516 -1.977 -0.253
C -5.614 -1.524 -2.223 -0.208
N -6.068 -0.841 -3.450 -0.035
C -5.802 0.608 -3.407 -0.236
C -5.688 1.166 -4.806 -0.238
O -4.532 0.808 -5.504 -0.166
C -3.342 1.001 -4.789 -0.113
H -2.556 -3.739 -3.767 0.091
H -4.161 -3.981 -2.991 0.089
H -2.642 -3.696 -2.030 0.091
H -3.727 -0.514 -1.778 0.103
H -3.879 -2.031 -1.032 0.127
H -6.117 -1.084 -1.347 0.122
H -6.029 -2.537 -2.179 0.112
H -5.386 -1.199 -4.128 0.102
H -4.982 0.897 -2.734 0.097
H -6.650 1.081 -2.889 0.122
H -5.819 2.261 -4.786 0.125
H -6.588 0.814 -5.318 0.127
H -3.486 1.876 -4.148 0.094
H -2.538 1.247 -5.487 0.084
H -3.016 0.095 -4.270 0.078
C -0.897 -4.320 5.910 -0.111
O -0.424 -3.490 4.880 -0.192
C 0.847 -2.949 5.132 -0.233
C 0.833 -1.877 6.217 -0.227
N -0.124 -0.838 5.939 -0.062
C 0.317 0.544 5.742 -0.188
C -0.623 1.559 6.396 -0.210
O -1.177 2.505 5.484 -0.193
C -2.297 1.999 4.805 -0.124
H -1.704 -4.942 5.546 0.087
H -1.212 -3.720 6.775 0.088
H -0.079 -4.945 6.304 0.091
H 1.250 -2.548 4.203 0.107
H 1.504 -3.761 5.481 0.121
H 1.882 -1.555 6.269 0.121
H 0.611 -2.361 7.175 0.105
H -0.726 -1.188 5.200 0.103
H 0.646 0.771 4.725 0.116
H 1.235 0.582 6.347 0.111
H -0.093 2.164 7.137 0.117
H -1.376 1.020 6.983 0.119
H -3.211 2.114 5.398 0.088
H -2.164 0.958 4.495 0.081
H -2.441 2.604 3.906 0.086
C -0.701 -0.531 -2.276 -0.094
O 0.542 -0.697 -1.616 -0.173
C 1.617 -1.006 -2.468 -0.239
C 2.683 -1.776 -1.716 -0.215
N 3.423 -0.943 -0.769 -0.048
C 4.287 -1.776 0.072 -0.242
C 5.012 -0.974 1.113 -0.212
O 4.190 -0.306 2.060 -0.176
C 3.117 -1.046 2.580 -0.132
H -1.421 -0.717 -1.471 0.086
H -0.878 -1.257 -3.070 0.090
H -0.916 0.491 -2.599 0.069
H 2.018 -0.146 -3.023 0.113
H 1.307 -1.678 -3.290 0.124
H 3.388 -2.124 -2.475 0.123
H 2.193 -2.616 -1.202 0.125
H 2.746 -0.477 -0.169 0.100
H 4.962 -2.349 -0.566 0.125
H 3.652 -2.529 0.574 0.106
H 5.577 -0.208 0.590 0.119
H 5.734 -1.601 1.654 0.124
H 2.474 -0.442 3.225 0.078
H 3.510 -1.890 3.161 0.095
H 2.403 -1.370 1.810 0.081
O 4.277 4.488 -1.648 -0.106
C 4.535 3.593 -0.531 -0.192
C 5.898 3.990 0.067 -0.241
O 6.316 5.275 -0.353 -0.074
H 3.494 4.136 -2.088 0.044
H 3.728 3.786 0.176 0.115
H 4.534 2.576 -0.917 0.110
H 6.686 3.296 -0.234 0.110
H 5.758 3.964 1.152 0.110
H 5.636 5.605 -0.956 0.065
O 2.120 3.087 -3.224 -0.069
C 0.714 2.764 -3.179 -0.230
C 0.085 2.587 -4.509 -0.241
O 0.632 1.411 -5.115 -0.055
H 2.546 2.307 -3.603 0.085
H 0.528 1.929 -2.502 0.098
H 0.281 3.638 -2.679 0.133
H 0.126 3.509 -5.092 0.132
H -0.987 2.446 -4.304 0.094
H 0.933 1.585 -6.010 0.091